Below is C37H28N2O4P2RhTe as an isolated structure at a distorted geometry, with properties calculated with ωB97M-V with the def2-TZVPD basis set.

The geometry in XYZ format:
```
75
Properties=species:S:1:pos:R:3:lowdin_spin:R:1
Rh -0.534 0.436 -0.390 1.8103
O -0.231 -2.352 -3.840 0.0029
C -0.167 -1.368 -2.951 0.0047
O -1.130 -0.788 -2.505 0.0411
C 1.233 -1.008 -2.547 0.0049
C 2.376 -1.562 -3.072 0.0009
C 3.598 -1.067 -2.613 0.0000
C 3.616 -0.031 -1.701 0.0010
C 2.406 0.467 -1.225 0.0040
N 1.256 -0.051 -1.624 0.0542
C 2.287 1.646 -0.271 0.0074
O 3.311 2.209 0.060 0.0284
O 1.069 1.935 0.072 0.1395
H -1.167 -2.498 -4.055 0.0002
H 2.320 -2.337 -3.823 0.0004
H 4.524 -1.483 -2.990 0.0000
H 4.535 0.418 -1.349 0.0006
Te -4.068 1.535 1.637 0.6279
C -4.969 1.285 3.500 0.0623
C -6.304 0.930 3.579 0.0253
C -6.827 0.718 4.850 -0.0015
N -6.120 0.851 5.973 0.0187
C -4.839 1.218 5.860 -0.0022
C -4.206 1.444 4.645 0.0257
C -2.389 0.406 1.946 0.4215
P -2.178 -0.891 0.680 0.0871
C -1.562 -2.389 1.519 0.0056
C -2.028 -2.844 2.753 0.0044
C -1.549 -4.025 3.299 0.0001
C -0.593 -4.768 2.615 0.0006
C -0.110 -4.317 1.394 0.0002
C -0.590 -3.129 0.854 -0.0001
C -3.898 -1.282 0.214 0.0592
C -4.274 -1.013 -1.105 0.0141
C -5.584 -1.217 -1.521 0.0006
C -6.528 -1.690 -0.620 0.0040
C -6.166 -1.961 0.696 0.0024
C -4.859 -1.756 1.115 0.0318
P -0.826 1.262 2.043 0.2682
C -1.167 2.790 2.978 0.0673
C -1.817 3.806 2.266 0.0461
C -2.223 4.974 2.905 0.0170
C -1.946 5.148 4.252 0.0077
C -1.242 4.172 4.948 0.0216
C -0.848 2.997 4.316 0.0114
C 0.181 0.222 3.138 0.0372
C 1.518 -0.010 2.831 0.0011
C 2.297 -0.796 3.671 -0.0001
C 1.746 -1.351 4.816 0.0006
C 0.410 -1.123 5.130 0.0019
C -0.370 -0.342 4.292 0.0108
H -6.927 0.809 2.701 0.0027
H -7.865 0.425 4.965 -0.0003
H -4.288 1.334 6.787 -0.0004
H -3.163 1.739 4.611 0.0022
H -2.747 -2.256 3.315 0.0024
H -1.916 -4.363 4.260 0.0000
H -0.219 -5.690 3.040 0.0000
H 0.647 -4.883 0.866 0.0000
H -0.202 -2.768 -0.092 -0.0010
H -3.529 -0.647 -1.804 0.0025
H -5.866 -1.009 -2.546 0.0000
H -7.549 -1.854 -0.944 0.0003
H -6.902 -2.338 1.396 -0.0001
H -4.591 -1.968 2.142 0.0009
H -1.940 3.713 1.190 0.0069
H -2.720 5.755 2.343 0.0001
H -2.249 6.058 4.754 0.0001
H -0.994 4.325 5.991 0.0012
H -0.293 2.251 4.868 0.0003
H 1.955 0.436 1.948 -0.0003
H 3.339 -0.967 3.429 0.0000
H 2.356 -1.964 5.468 0.0000
H -0.024 -1.560 6.022 0.0006
H -1.417 -0.179 4.525 0.0027
```

Values from the calculation:
Spin multiplicity   5
Net charge   +1
LUMO (alpha / beta)   -0.0996 / -0.2103 Ha
E   -2898.203256 a.u.
Highest occupied orbital energy (alpha / beta)   -9.90 / -10.52 eV